[1]
{
  "formula": "C32H37BN4O9S",
  "method": "ωB97M-V/def2-TZVPD",
  "multiplicity": 1,
  "total_energy_ev": -69680.4119,
  "homo_energy_ev": -8.70,
  "total_charge": 0,
  "gap_ev": 7.164,
  "lumo_ev": -1.5316,
  "symbols": ["C", "C", "B", "O", "C", "N", "C", "C", "C", "C", "C", "C", "C", "C", "O", "C", "O", "C", "C", "C", "C", "S", "C", "O", "N", "O", "C", "N", "C", "C", "N", "H", "H", "H", "H", "H", "H", "H", "H", "H", "H", "H", "H", "H", "H", "H", "H", "H", "H", "H", "H", "H", "H", "H", "H", "H", "H", "H", "H", "H", "C", "C", "C", "O", "C", "C", "C", "O", "H", "H", "H", "H", "C", "C", "C", "O", "C", "C", "C", "O", "H", "H", "H", "H"],
  "xyz": [[5.3402, 0.2547, 1.0224], [4.9629, 1.7614, 1.2569], [4.2648, 2.2367, -0.0705], [5.0229, 2.5341, -1.1680], [2.6800, 2.2870, -0.1098], [2.0848, 1.3953, 0.6506], [0.7186, 1.4191, 0.6923], [0.0451, 0.4897, 1.5307], [0.8972, -0.4502, 2.3346], [-1.3430, 0.4733, 1.5737], [-2.0625, -0.5293, 2.4403], [-2.0589, -1.9778, 1.8678], [-1.6257, -2.1118, 0.4126], [-2.1253, -3.4508, -0.1757], [-1.1135, -4.1589, -0.8926], [-0.7195, -3.5319, -1.9988], [0.3893, -3.6089, -2.4089], [-2.0891, 1.3974, 0.7684], [-3.6028, 1.4553, 0.7986], [-4.3240, 0.2501, 0.1928], [-4.1484, 0.1393, -1.3271], [-5.5936, 0.8051, -2.2253], [-1.4031, 2.3015, -0.0154], [-2.0951, 3.2440, -0.7754], [-2.0271, 2.9002, -2.1681], [-2.3523, 3.7919, -2.8290], [0.0114, 2.3384, -0.0816], [0.6132, 3.2572, -0.8973], [1.9189, 3.2186, -0.8786], [2.6529, 4.2291, -1.7134], [3.3849, 5.1818, -0.8583], [6.4069, 0.0817, 1.1345], [4.8283, -0.3917, 1.7278], [5.0618, -0.0937, 0.0274], [4.2900, 1.7802, 2.1054], [5.8920, 2.2951, 1.4495], [5.9483, 2.4486, -0.9137], [0.3393, -0.9629, 3.1025], [1.7157, 0.0971, 2.7817], [1.3676, -1.1608, 1.6534], [-3.0716, -0.1701, 2.6080], [-1.6006, -0.5481, 3.4220], [-1.4597, -2.6102, 2.5181], [-3.0814, -2.3526, 1.9456], [-2.0227, -1.3209, -0.2130], [-0.5389, -2.1165, 0.3434], [-2.4933, -4.0702, 0.6345], [-2.9878, -3.2569, -0.8183], [-1.4640, -2.9543, -2.5661], [-3.9375, 2.3439, 0.2736], [-3.9073, 1.5844, 1.8361], [-5.3844, 0.3265, 0.4159], [-3.9886, -0.6606, 0.6812], [-3.2662, 0.6839, -1.6449], [-4.0832, -0.8901, -1.6643], [-5.6425, 2.0268, -1.6745], [3.3035, 3.7160, -2.4146], [1.9128, 4.7439, -2.3228], [2.9305, 6.0818, -0.9415], [4.3153, 5.3247, -1.2305], [-1.3288, -6.0485, -4.5354], [-0.0980, -6.3402, -4.9449], [0.1545, -7.4789, -5.8641], [1.2740, -7.7504, -6.2390], [-1.0194, -8.2748, -6.3071], [-2.2494, -7.9803, -5.8954], [-2.5013, -6.8419, -4.9764], [-3.6222, -6.5709, -4.6015], [-1.5327, -5.2244, -3.8666], [0.7675, -5.7697, -4.6310], [-0.8132, -9.0996, -6.9773], [-3.1177, -8.5476, -6.2055], [0.7690, 3.4724, 5.8909], [1.2655, 4.6945, 6.0622], [2.0710, 5.3544, 5.0027], [2.5247, 6.4668, 5.1603], [2.2991, 4.5964, 3.7471], [1.8016, 3.3738, 3.5788], [0.9960, 2.7153, 4.6333], [0.5344, 1.6013, 4.4861], [0.1795, 2.9740, 6.6501], [1.1100, 5.2628, 6.9703], [2.8887, 5.0917, 2.9845], [1.9614, 2.8074, 2.6737]],
  "forces_ev_per_a": [[-0.1, 0.1, 0.0], [0.1, -0.9, -0.6], [0.0, 0.2, 0.6], [-0.1, 0.0, 0.2], [0.1, -0.3, -0.1], [-0.2, 0.3, 0.0], [0.3, -0.3, 0.1], [-0.5, -0.1, 0.2], [0.1, 0.1, -0.6], [0.6, 0.4, -0.2], [0.2, 0.0, -0.2], [-0.6, 0.6, 0.1], [0.1, -1.0, -0.1], [-0.5, 0.6, 0.4], [-0.3, 0.1, 0.5], [0.0, 0.2, -0.4], [1.0, -0.3, -0.5], [0.2, 0.3, -0.2], [0.1, 0.0, 0.0], [0.1, -0.2, 0.0], [-0.5, 0.6, 0.3], [0.0, -0.1, -0.3], [-0.3, -0.2, -0.1], [0.1, 0.0, 0.2], [0.2, 0.0, -0.2], [-0.1, 0.0, 0.1], [-0.7, 0.2, -0.3], [0.4, -0.6, 0.6], [0.0, 0.4, -0.5], [-0.4, 0.3, -0.2], [0.2, -0.1, -0.4], [0.1, 0.0, 0.0], [-0.1, 0.0, 0.1], [0.0, -0.1, -0.1], [0.1, 0.4, 0.2], [-0.1, 0.3, 0.2], [0.1, 0.1, -0.3], [0.0, -0.2, 0.1], [0.1, 0.1, 0.2], [0.0, -0.3, 0.1], [-0.2, -0.2, 0.0], [0.1, 0.1, 0.1], [0.2, -0.2, -0.1], [-0.1, -0.1, 0.1], [0.1, 0.4, 0.0], [0.1, 0.2, -0.1], [0.3, -0.5, -0.1], [0.0, -0.1, -0.2], [-0.5, 0.1, 0.4], [0.0, 0.2, 0.0], [-0.1, 0.0, 0.1], [-0.1, 0.0, 0.0], [0.1, -0.2, 0.0], [0.2, -0.1, -0.1], [0.1, -0.1, -0.1], [0.2, 0.0, 0.1], [0.3, 0.0, 0.1], [-0.2, 0.0, 0.0], [0.0, 0.0, 0.3], [0.1, -0.1, 0.1], [0.0, 0.0, 0.0], [0.0, 0.0, 0.0], [0.0, 0.0, 0.0], [0.0, 0.0, 0.0], [-0.1, 0.0, 0.0], [0.0, 0.0, 0.0], [0.0, 0.0, 0.0], [0.0, 0.0, 0.0], [0.0, 0.0, 0.0], [0.0, 0.0, 0.0], [0.0, 0.0, 0.0], [0.0, 0.0, 0.0], [0.0, 0.0, 0.0], [0.0, 0.0, 0.0], [0.0, 0.0, 0.0], [0.0, 0.0, 0.0], [0.0, 0.0, 0.0], [0.0, 0.0, 0.0], [-0.1, 0.0, 0.2], [0.0, 0.2, 0.0], [0.0, 0.0, 0.0], [0.0, 0.0, 0.0], [0.0, 0.0, 0.0], [0.0, -0.1, -0.1]]
}


[2]
{
  "formula": "C32H37BeN3O2PSe",
  "method": "ωB97M-V/def2-TZVPD",
  "relative_energy_kj_mol": 3.1,
  "multiplicity": 1,
  "total_energy_ev": -117391.3651,
  "homo_energy_ev": -3.50,
  "total_charge": -1,
  "gap_ev": 6.009,
  "lumo_ev": 2.5094,
  "symbols": ["Be", "N", "P", "C", "C", "C", "C", "C", "C", "C", "C", "C", "C", "C", "C", "C", "C", "C", "C", "C", "N", "H", "H", "H", "H", "H", "H", "H", "H", "H", "H", "H", "H", "H", "H", "H", "O", "C", "C", "C", "C", "C", "C", "N", "H", "H", "H", "H", "H", "H", "H", "H", "H", "H", "H", "C", "C", "C", "C", "C", "C", "Se", "C", "C", "C", "H", "H", "H", "H", "H", "H", "H", "H", "H", "H", "H", "O"],
  "xyz": [[0.1204, -0.0584, -0.4529], [-0.3840, -1.1520, 2.0261], [0.6674, 0.3127, 2.0713], [0.1242, 0.3899, 3.9949], [-0.5408, 1.5431, 4.3982], [-0.9624, 1.7353, 5.7117], [-0.7237, 0.7566, 6.6648], [-0.0588, -0.4074, 6.2930], [0.3585, -0.5787, 4.9797], [2.3290, -0.2798, 2.6282], [2.7640, -1.5911, 2.4523], [4.0157, -1.9900, 2.8945], [4.8686, -1.0809, 3.5113], [4.4493, 0.2297, 3.6847], [3.1858, 0.6194, 3.2553], [-1.0718, -1.7614, 1.0288], [-1.8634, -2.8962, 1.3449], [-2.5020, -3.5811, 0.3507], [-2.3586, -3.1729, -0.9823], [-1.5943, -2.0641, -1.2264], [-0.9992, -1.3497, -0.2525], [-0.8653, -1.2911, 2.9032], [-0.7295, 2.3136, 3.6528], [-1.4767, 2.6489, 5.9913], [-1.0462, 0.8991, 7.6897], [0.1432, -1.1745, 7.0335], [0.9031, -1.4822, 4.7135], [2.1207, -2.2865, 1.9267], [4.3398, -3.0130, 2.7386], [5.8514, -1.3924, 3.8448], [5.1041, 0.9520, 4.1594], [2.8623, 1.6441, 3.4089], [-1.9143, -3.2243, 2.3748], [-3.0927, -4.4557, 0.5963], [-2.8188, -3.7087, -1.7989], [-1.4108, -1.6954, -2.2281], [-0.7644, 1.3608, -0.7143], [-0.3338, 2.5076, -0.5122], [-1.2372, 3.6852, -0.7043], [-1.0043, 4.0907, -2.1814], [0.4572, 4.2422, -2.6546], [1.2853, 2.9433, -2.7548], [1.8789, 2.4395, -1.4324], [0.9641, 2.8253, -0.3393], [-0.9546, 4.4944, -0.0266], [-2.2790, 3.4204, -0.5371], [-1.5377, 5.0268, -2.3621], [-1.4756, 3.3288, -2.8043], [0.9794, 4.9915, -2.0446], [0.4023, 4.6714, -3.6577], [2.0981, 3.0917, -3.4688], [0.6764, 2.1337, -3.1685], [2.8386, 2.9030, -1.2051], [2.0129, 1.3600, -1.4230], [1.0627, 3.8041, -0.1162], [-1.6022, 0.1295, -9.0037], [-1.0133, -0.0536, -7.6288], [0.1923, -0.7176, -7.4374], [0.7494, -0.8940, -6.1772], [2.0545, -1.6274, -6.0578], [0.0945, -0.3870, -5.0335], [0.9155, -0.6460, -3.3232], [-1.1301, 0.2771, -5.2202], [-1.9394, 0.8318, -4.0757], [-1.6560, 0.4305, -6.5020], [-0.9618, -0.3175, -9.7652], [-1.7225, 1.1876, -9.2489], [-2.5875, -0.3368, -9.0814], [0.7196, -1.1158, -8.3001], [2.4082, -1.9476, -7.0400], [1.9506, -2.4977, -5.4070], [2.8115, -0.9978, -5.5864], [-1.4532, 0.6560, -3.1181], [-2.9344, 0.3787, -4.0511], [-2.0823, 1.9086, -4.2031], [-2.6060, 0.9487, -6.6143], [1.2350, -0.1337, 0.4530]],
  "forces_ev_per_a": [[-0.7, 0.0, -1.0], [-0.7, 0.0, 0.2], [0.7, 0.3, -0.4], [-0.1, -0.2, 0.3], [0.0, 0.0, 0.0], [0.0, 0.0, 0.0], [0.0, 0.0, 0.0], [0.0, 0.0, 0.0], [0.0, 0.1, 0.0], [-0.1, 0.1, 0.4], [0.0, 0.1, -0.1], [0.1, 0.0, 0.0], [0.0, 0.0, 0.0], [-0.1, 0.0, 0.0], [0.1, 0.0, 0.1], [0.2, -0.2, 0.1], [-0.1, 0.0, 0.0], [0.0, 0.0, 0.0], [0.0, 0.0, 0.0], [-0.2, 0.1, 0.0], [0.3, 0.0, 0.0], [0.3, -0.2, 0.1], [0.0, 0.0, 0.0], [0.0, 0.0, 0.0], [0.0, 0.0, 0.0], [0.0, 0.0, 0.0], [0.0, 0.0, 0.0], [0.0, 0.0, 0.0], [0.0, 0.0, 0.0], [0.0, 0.0, 0.0], [0.0, 0.0, 0.0], [0.0, 0.0, 0.0], [0.0, 0.0, 0.0], [0.0, 0.0, 0.0], [0.0, 0.0, 0.0], [0.0, 0.0, 0.0], [0.4, -0.2, -0.2], [-0.1, 0.1, 0.3], [0.0, 0.0, 0.0], [0.0, 0.0, 0.0], [0.0, 0.0, 0.0], [0.1, 0.0, -0.1], [-0.1, 0.1, 0.1], [0.0, 0.0, -0.1], [0.0, 0.0, 0.0], [0.0, 0.0, 0.0], [0.0, 0.0, 0.0], [0.0, 0.0, 0.0], [0.0, 0.0, 0.0], [0.0, 0.0, 0.0], [0.0, 0.0, 0.0], [-0.1, 0.1, 0.0], [0.0, 0.0, 0.0], [0.1, 0.0, -0.1], [0.0, 0.0, 0.0], [0.0, 0.0, 0.0], [0.0, 0.0, 0.0], [-0.1, 0.0, 0.0], [0.0, 0.0, 0.0], [0.0, 0.0, 0.0], [-0.1, 0.0, 0.1], [0.1, -0.1, 0.4], [-0.1, 0.0, 0.0], [0.0, 0.0, 0.0], [0.0, 0.0, 0.1], [0.0, 0.0, 0.0], [0.0, 0.0, 0.0], [0.0, 0.0, 0.0], [0.0, 0.0, 0.0], [0.0, 0.0, 0.0], [0.0, 0.0, 0.0], [0.0, 0.0, 0.0], [0.0, 0.0, 0.0], [0.0, 0.0, 0.0], [0.0, 0.0, 0.0], [0.0, 0.0, 0.0], [0.0, 0.1, 0.0]]
}


[3]
{
  "formula": "C32H37ClFeN3O6P2",
  "method": "ωB97M-V/def2-TZVPD",
  "multiplicity": 1,
  "total_energy_ev": -116025.3226,
  "homo_energy_ev": -9.99,
  "total_charge": 1,
  "gap_ev": 6.519,
  "lumo_ev": -3.4756,
  "symbols": ["Fe", "O", "C", "O", "C", "C", "C", "C", "C", "N", "C", "O", "O", "H", "H", "H", "H", "H", "Cl", "C", "C", "C", "C", "O", "C", "C", "O", "C", "H", "H", "H", "H", "C", "P", "C", "N", "C", "C", "C", "C", "C", "C", "N", "C", "P", "C", "C", "C", "C", "C", "C", "C", "C", "C", "H", "H", "H", "H", "H", "H", "H", "H", "H", "H", "H", "H", "H", "H", "H", "H", "H", "H", "H", "H", "H", "H", "H", "H", "H", "H", "H", "H"],
  "xyz": [[-0.0416, 0.2257, -0.2705], [-3.1877, 2.1269, -2.2926], [-2.4408, 1.4333, -1.4471], [-1.2750, 1.1816, -1.6772], [-3.1521, 1.0063, -0.2139], [-4.4946, 1.3087, -0.0296], [-5.1004, 0.8981, 1.1453], [-4.3315, 0.2311, 2.0817], [-2.9909, -0.0209, 1.7991], [-2.4056, 0.3391, 0.6625], [-2.1078, -0.7036, 2.8068], [-2.7575, -0.9689, 3.9472], [-0.9593, -0.9796, 2.6067], [-2.6459, 2.3878, -3.0540], [-5.0370, 1.8541, -0.7866], [-6.1457, 1.1027, 1.3305], [-4.7480, -0.0961, 3.0221], [-2.1314, -1.3934, 4.5537], [2.5813, 1.9869, 6.2845], [2.1639, 1.3384, 4.7301], [2.5338, 0.0168, 4.4115], [2.2212, -0.5295, 3.1987], [1.5031, 0.2079, 2.2190], [1.2691, -0.3226, 1.0720], [1.1407, 1.5436, 2.5610], [0.4227, 2.3658, 1.6599], [-0.0539, 2.0458, 0.5553], [1.4896, 2.0903, 3.8180], [3.0763, -0.5637, 5.1465], [2.5120, -1.5434, 2.9565], [0.2547, 3.4023, 1.9834], [1.2076, 3.1098, 4.0526], [3.3371, -0.0673, -0.9263], [1.7241, 0.2675, -1.6934], [1.5660, -1.1298, -2.8678], [2.4488, -1.3081, -3.8197], [2.1829, -2.2691, -4.7351], [3.1032, -2.5119, -5.7832], [2.8093, -3.4397, -6.7364], [1.5912, -4.1648, -6.6940], [0.6905, -3.9583, -5.6932], [0.9734, -3.0090, -4.6814], [0.1032, -2.8422, -3.6581], [0.4141, -1.9510, -2.7488], [-0.6121, -1.7589, -1.2364], [-2.2765, -1.8557, -1.9829], [-0.4327, -3.3911, -0.3383], [0.8589, -3.3382, 0.4787], [-1.6401, -3.5325, 0.5953], [-0.3908, -4.6038, -1.2698], [2.0190, 1.7573, -2.7843], [1.0626, 1.7308, -3.9809], [1.7423, 2.9882, -1.9141], [3.4575, 1.8152, -3.3064], [4.0782, -0.2806, -1.6942], [3.2287, -0.9143, -0.2527], [3.6492, 0.7936, -0.3340], [4.0212, -1.9398, -5.7986], [3.5071, -3.6288, -7.5411], [1.3843, -4.8927, -7.4669], [-0.2402, -4.5064, -5.6327], [-2.3622, -2.7700, -2.5685], [-2.4178, -1.0127, -2.6587], [-3.0506, -1.8401, -1.2166], [0.8505, -2.5179, 1.1927], [1.7319, -3.2165, -0.1696], [0.9784, -4.2823, 1.0158], [-1.7852, -2.6398, 1.2072], [-1.4662, -4.3719, 1.2715], [-2.5554, -3.7397, 0.0399], [0.5260, -4.6388, -1.8554], [-1.2343, -4.6351, -1.9590], [-0.4266, -5.5053, -0.6530], [0.0284, 1.5739, -3.6753], [1.3396, 0.9507, -4.6905], [1.1247, 2.6888, -4.5025], [0.7130, 3.0096, -1.5585], [1.9296, 3.8907, -2.5009], [2.4020, 3.0194, -1.0433], [3.7256, 0.9093, -3.8479], [4.1767, 1.9731, -2.5027], [3.5423, 2.6623, -3.9917]],
  "forces_ev_per_a": [[-0.4, 0.8, -0.1], [0.0, -0.1, 0.1], [0.0, 0.2, -0.1], [0.2, -0.3, 0.2], [-0.1, 0.1, -0.1], [0.1, 0.0, 0.0], [0.0, 0.0, 0.0], [0.0, 0.0, 0.0], [0.0, 0.0, 0.2], [0.3, 0.1, 0.0], [0.1, -0.1, 0.1], [0.0, 0.0, -0.1], [-0.2, 0.0, 0.1], [0.0, 0.0, 0.0], [0.0, 0.0, 0.0], [0.0, 0.0, 0.0], [0.0, 0.0, 0.0], [0.0, 0.0, 0.0], [0.0, 0.0, 0.0], [-0.1, 0.1, 0.0], [0.0, -0.1, -0.1], [0.1, 0.0, 0.1], [0.1, 0.2, -0.4], [-0.3, -0.3, 0.3], [-0.1, -0.1, -0.1], [0.0, 0.1, 0.1], [0.2, -0.1, -0.2], [0.0, 0.0, 0.2], [0.0, 0.0, 0.0], [0.0, 0.0, 0.0], [0.0, 0.0, 0.0], [0.0, 0.0, 0.0], [0.0, 0.0, 0.0], [0.3, 0.2, 0.1], [-0.1, 0.0, 0.0], [0.0, 0.1, 0.0], [-0.1, -0.1, 0.0], [0.0, 0.0, 0.0], [0.0, 0.0, 0.0], [0.0, 0.0, 0.0], [0.0, 0.0, 0.0], [0.1, 0.0, 0.0], [0.0, 0.0, 0.0], [0.0, 0.0, 0.0], [0.1, -0.5, -0.1], [0.0, 0.0, 0.0], [0.0, 0.0, -0.1], [0.0, 0.0, 0.0], [0.0, 0.1, 0.0], [0.0, 0.0, 0.0], [0.0, 0.0, 0.0], [0.0, 0.0, 0.0], [0.0, 0.0, 0.0], [0.0, 0.0, 0.0], [0.0, 0.0, 0.0], [0.0, 0.0, 0.0], [0.0, 0.0, 0.0], [0.0, 0.0, 0.0], [0.0, 0.0, 0.0], [0.0, 0.0, 0.0], [0.0, 0.0, 0.0], [0.0, 0.0, 0.0], [0.0, 0.0, 0.0], [0.0, 0.0, 0.0], [0.0, 0.0, 0.0], [0.0, 0.0, 0.0], [0.0, 0.0, 0.0], [0.0, -0.1, -0.1], [0.0, 0.0, 0.0], [0.0, 0.0, 0.0], [0.0, 0.0, 0.0], [0.0, 0.0, 0.0], [0.0, 0.0, 0.0], [0.0, 0.0, 0.0], [0.0, 0.0, 0.0], [0.0, 0.0, 0.0], [0.0, 0.0, 0.0], [0.0, 0.0, 0.0], [0.0, 0.0, 0.0], [0.0, 0.0, 0.0], [0.0, 0.0, 0.0], [0.0, 0.0, 0.0]]
}